# 1
{
  "formula": "C18H46N4O12P2",
  "method": "the ωB97M-V functional and the def2-TZVPD basis",
  "species": ["C", "O", "P", "O", "O", "C", "O", "C", "H", "H", "H", "H", "H", "H", "H", "H", "H", "C", "O", "P", "O", "O", "C", "O", "C", "H", "H", "H", "H", "H", "H", "H", "H", "H", "C", "N", "C", "C", "O", "H", "H", "H", "H", "H", "H", "H", "C", "N", "C", "C", "O", "H", "H", "H", "H", "H", "H", "H", "C", "N", "C", "C", "O", "H", "H", "H", "H", "H", "H", "H", "C", "N", "C", "C", "O", "H", "H", "H", "H", "H", "H", "H"],
  "coordinates": [[-2.078, 6.484, 1.678], [-2.465, 5.141, 1.895], [-2.945, 4.151, 0.758], [-3.308, 2.826, 1.312], [-4.164, 4.947, -0.078], [-5.100, 4.123, -0.678], [-1.602, 4.115, -0.223], [-1.579, 3.131, -1.280], [-2.382, 6.693, 0.653], [-1.007, 6.614, 1.523], [-2.569, 7.237, 2.294], [-4.803, 3.900, -1.703], [-6.051, 4.654, -0.716], [-5.283, 3.107, -0.328], [-2.488, 2.548, -1.431], [-0.852, 2.404, -0.916], [-1.382, 3.573, -2.257], [-9.078, -0.902, 0.170], [-7.663, -1.326, -0.030], [-6.360, -0.337, 0.433], [-6.180, 0.768, -0.587], [-5.108, -1.327, 0.506], [-3.979, -1.014, 1.315], [-6.775, 0.108, 1.923], [-6.909, -0.697, 3.036], [-9.000, 0.092, 0.611], [-9.641, -1.394, 0.963], [-9.641, -0.775, -0.755], [-3.073, -0.951, 0.713], [-3.878, -1.826, 2.035], [-4.148, -0.101, 1.886], [-6.197, -0.473, 3.830], [-7.096, -1.714, 2.691], [-7.905, -0.518, 3.441], [4.801, -4.324, -4.853], [4.094, -3.080, -4.841], [4.633, -1.995, -4.261], [3.784, -0.739, -4.371], [5.669, -2.031, -3.613], [5.126, -4.678, -3.875], [5.432, -4.352, -5.742], [3.937, -4.949, -5.078], [3.092, -3.071, -4.968], [3.589, -0.419, -3.348], [2.861, -0.774, -4.949], [4.499, -0.132, -4.927], [0.558, -0.114, 4.420], [0.120, 1.051, 3.780], [1.042, 1.800, 3.092], [0.537, 3.090, 2.556], [2.203, 1.452, 2.928], [0.818, -0.904, 3.716], [-0.305, -0.375, 5.032], [1.368, 0.071, 5.125], [-0.745, 1.500, 4.043], [-0.456, 2.915, 2.142], [1.015, 3.599, 1.719], [0.459, 3.897, 3.285], [5.820, -3.247, 0.467], [6.687, -3.478, -0.629], [7.447, -4.587, -0.696], [8.140, -4.767, -2.014], [7.482, -5.362, 0.231], [6.374, -2.915, 1.346], [5.257, -4.161, 0.655], [5.108, -2.484, 0.152], [6.536, -2.953, -1.479], [8.740, -3.894, -2.270], [7.376, -5.063, -2.733], [8.684, -5.706, -1.916], [3.641, 0.109, -0.436], [2.332, -0.039, 0.206], [1.142, -0.515, -0.342], [-0.139, -0.414, 0.428], [1.044, -0.909, -1.485], [3.600, 0.936, -1.144], [3.880, -0.805, -0.980], [4.480, 0.397, 0.198], [2.184, 0.288, 1.150], [-0.230, -1.256, 1.114], [-0.907, -0.477, -0.343], [-0.126, 0.604, 0.820]],
  "forces_ev_per_angstrom": [[-0.0942, 0.6474, -2.7038], [-0.2467, -0.4199, 0.4107], [0.1664, -0.3337, -0.8128], [0.1976, 1.1395, -0.6853], [3.2922, -0.7264, 2.5222], [-1.7401, -1.1739, -2.0986], [-2.3641, 0.4977, 0.6896], [0.0390, -0.6814, 0.3763], [-0.4376, 0.5649, -0.0987], [0.2148, -0.2823, 1.1016], [0.2089, -0.6033, 0.4856], [0.0501, 0.4183, -0.3797], [0.0641, 0.0034, 0.0823], [0.2840, 0.2118, 1.0888], [-0.4359, 0.2902, 0.4960], [0.3278, 0.0200, -0.7301], [0.5217, 0.2161, 0.3489], [1.6854, 1.8928, 0.8095], [0.7096, 0.3266, 0.9417], [-1.9947, 0.7026, -2.8166], [-0.3337, -1.7860, 2.7105], [-1.5691, 0.0540, -0.1919], [0.1088, -0.0921, 0.8035], [1.1607, 1.6215, -2.1269], [-1.9472, -1.1236, 0.5055], [-0.1851, 0.3988, -0.2716], [0.4330, -1.0895, -0.3940], [0.4434, -0.5919, -0.0875], [-0.2667, 0.1397, -0.0866], [0.1492, -0.0649, -0.0405], [0.2346, 0.1977, -0.2015], [0.3279, -0.4664, -0.3972], [1.1430, -0.5497, 0.4567], [-0.0557, 0.6005, 0.3391], [-2.2144, -0.9335, -0.6801], [0.2299, 0.8722, 0.2573], [-1.3228, 0.0192, 0.9342], [0.9779, -0.2268, -0.0472], [0.2413, 0.1729, -0.3990], [0.7515, 0.4049, -0.2652], [0.6812, -0.2890, 0.6689], [0.4359, -0.9922, -0.2384], [0.3203, 0.0255, -0.2041], [0.0828, 0.4588, -0.2713], [0.0883, -0.4294, 0.1080], [-0.2893, 0.8729, 0.3463], [-0.5904, -1.0400, 1.4864], [0.7482, 2.1722, -1.4957], [0.3838, 0.4209, 0.0544], [-1.4078, 1.1680, -0.8409], [-0.2548, -0.6433, 0.1178], [0.0295, -0.0336, 0.1352], [0.1556, -0.8055, 0.0238], [0.2989, -0.0545, -0.2291], [0.1519, -0.1811, -0.1635], [-0.4117, 0.0980, 0.3278], [0.9025, -0.7855, 0.0532], [-0.1417, -0.3252, 0.4677], [-0.7643, 0.1550, 0.1377], [0.3980, 0.5994, -1.1905], [-0.5138, 0.6306, -0.2564], [-0.0398, -1.3269, 0.3815], [0.4150, -0.8653, 0.5928], [-0.2084, -0.1252, 0.1457], [0.0203, 0.0260, 0.4880], [0.0360, 0.1046, 0.2797], [0.0764, 0.0186, 0.0082], [-0.1186, -0.2881, -0.3407], [-0.0366, 0.7432, -0.3956], [0.6823, 0.3805, 0.0005], [-0.7938, 0.1115, -0.7958], [-1.4860, -0.4154, 0.8748], [1.6618, 0.5088, -0.9166], [0.4972, 0.4200, -0.1427], [0.8024, -0.4679, -0.9994], [-0.1178, -0.0790, -0.3723], [0.1128, 0.0631, 0.0019], [-0.5168, -0.4373, 0.6821], [0.6655, 0.2241, 0.0916], [-0.1359, 0.4615, 0.4303], [-0.0318, -0.0716, 0.2454], [-0.5424, -0.2749, 0.8577]],
  "lowdin_charge": [-0.099, -0.214, 0.491, -0.245, -0.212, -0.164, -0.245, -0.087, 0.074, 0.093, 0.098, 0.086, 0.094, 0.058, 0.083, 0.078, 0.092, -0.075, -0.262, 0.511, -0.262, -0.213, -0.083, -0.239, -0.127, 0.067, 0.080, 0.087, 0.078, 0.092, 0.082, 0.100, 0.097, 0.089, -0.075, -0.014, -0.561, 0.012, 0.030, 0.082, 0.095, 0.083, 0.137, 0.061, 0.079, 0.088, -0.102, -0.007, -0.549, -0.005, 0.036, 0.087, 0.090, 0.093, 0.144, 0.055, 0.092, 0.092, -0.081, -0.007, -0.587, 0.003, 0.050, 0.091, 0.089, 0.066, 0.108, 0.091, 0.070, 0.082, -0.067, 0.026, -0.546, -0.005, 0.031, 0.078, 0.060, 0.088, 0.079, 0.090, 0.078, 0.066],
  "smiles": "COP(=O)(OC)OC.COP(=O)(OC)OC.CNC(C)=O.CNC(C)=O.CNC(C)=O.CNC(C)=O",
  "gap_ha": 0.3479,
  "total_energy_ha": -2518.198820
}

***

# 2
{
  "formula": "C10H9IO3",
  "method": "the ωB97M-V functional and the def2-TZVPD basis",
  "species": ["C", "C", "C", "C", "C", "C", "C", "C", "C", "C", "O", "O", "O", "I", "H", "H", "H", "H", "H", "H", "H", "H", "H"],
  "coordinates": [[-0.655, 2.401, -0.067], [0.041, 2.690, 0.909], [-2.037, -0.471, 0.939], [-0.721, -0.535, 0.776], [-2.949, 0.403, 0.169], [-0.670, 1.339, -0.972], [1.061, 1.831, 1.519], [-2.582, 0.497, -1.245], [0.143, 0.237, -0.188], [0.775, -0.714, -1.210], [-3.872, 1.004, 0.667], [1.251, 0.792, 0.537], [0.627, 1.355, 2.739], [-3.743, 1.805, -2.408], [-2.510, -1.035, 1.729], [-0.138, -1.180, 1.421], [-0.403, 1.511, -2.006], [2.052, 2.305, 1.581], [-2.308, -0.408, -1.765], [1.171, -1.594, -0.707], [1.594, -0.204, -1.710], [0.034, -1.027, -1.941], [1.301, 0.776, 3.115]],
  "forces_ev_per_angstrom": [[1.1485, 1.5210, 2.3735], [-1.7233, 0.0509, -1.7817], [0.0185, -0.1006, 0.2571], [-0.0813, 0.1336, -0.0192], [-0.0306, 0.0004, 0.0882], [-2.8920, -2.1457, -0.7237], [0.4237, -0.0599, -0.3389], [2.8493, 1.9304, -0.2925], [0.0712, -0.1600, -0.3178], [0.0454, 0.1590, 0.3373], [0.0086, -0.1178, 0.1636], [0.3674, -0.4109, -0.0971], [-0.1545, -0.1603, 0.3703], [0.2146, -0.2126, 0.0934], [-0.0218, -0.0702, 0.1276], [0.0062, -0.0798, 0.0605], [0.0423, 0.0031, -0.0595], [-0.2538, -0.1863, -0.0025], [-0.0764, -0.1408, 0.0030], [0.0310, -0.0525, -0.0153], [0.0302, 0.0385, -0.0916], [-0.0689, -0.0449, -0.0444], [0.0457, 0.1055, -0.0905]],
  "lowdin_charge": [0.032, 0.131, 0.009, -0.005, -0.563, -0.077, -0.401, -0.561, -0.466, 0.007, 0.051, -0.041, 0.041, 0.871, 0.122, 0.128, 0.120, 0.160, 0.053, 0.091, 0.096, 0.087, 0.115],
  "gap_ha": 0.3144,
  "relative_energy_kcal_mol": 12.0,
  "total_energy_ha": -909.663831
}

***

# 3
{
  "formula": "C6H7Cl17",
  "method": "the ωB97M-V functional and the def2-TZVPD basis",
  "species": ["Cl", "C", "Cl", "Cl", "H", "Cl", "C", "Cl", "Cl", "H", "Cl", "C", "Cl", "Cl", "H", "Cl", "C", "Cl", "Cl", "H", "Cl", "C", "Cl", "Cl", "H", "Cl", "C", "Cl", "H", "H"],
  "coordinates": [[5.640, 2.680, -0.862], [4.228, 1.543, -1.024], [4.195, 0.981, -2.664], [2.701, 2.257, -0.522], [4.321, 0.718, -0.318], [-0.073, 0.574, 1.886], [0.333, -0.931, 0.989], [-0.162, -2.443, 1.801], [2.065, -0.932, 0.638], [-0.211, -0.925, 0.044], [-4.695, 3.265, 1.656], [-2.979, 3.043, 1.184], [-2.160, 4.584, 1.520], [-2.831, 2.748, -0.542], [-2.522, 2.223, 1.737], [4.121, -3.965, 2.609], [4.227, -2.287, 3.223], [5.561, -2.147, 4.326], [2.775, -1.805, 4.124], [4.375, -1.529, 2.453], [-0.398, -1.926, -5.272], [-1.368, -0.857, -4.268], [-0.411, -0.313, -2.823], [-2.918, -1.685, -3.737], [-1.615, 0.028, -4.855], [-2.788, -0.947, -0.497], [-4.516, -0.568, -0.409], [-5.113, -0.663, 1.324], [-4.664, 0.482, -0.662], [-5.118, -1.201, -1.061]],
  "forces_ev_per_angstrom": [[-0.8712, -0.5716, 0.2613], [0.4466, 0.3922, 0.6462], [-0.2019, -0.3325, -0.3547], [-0.0359, 0.5621, -0.2081], [0.6083, 0.0805, -0.3831], [0.0128, -0.7879, -0.2083], [-0.2545, -0.0314, 0.0468], [0.1881, 0.7526, -0.0377], [-0.1062, -0.2657, -0.0439], [0.2356, 0.2166, 0.2289], [0.4888, -0.5049, -0.1243], [-0.4570, 0.9284, -0.0156], [0.2637, -0.3099, 0.2903], [-0.0777, -0.3850, -0.1211], [-0.1978, 0.2135, -0.0584], [-0.1211, 0.8702, -0.0488], [-0.4064, -0.0003, 0.3762], [0.8856, -0.0250, 0.2915], [-0.2435, -0.2058, -0.3327], [-0.1416, -0.6243, -0.2347], [-0.1922, 0.0945, 0.1658], [-0.2738, -0.2870, 0.8133], [-0.4975, -0.2265, -0.8836], [1.1860, 0.6583, -0.6603], [-0.1066, -0.2383, 0.2989], [-0.6030, -0.0395, 0.1268], [-0.2949, 0.6605, 1.0351], [0.2615, -0.1998, -1.0836], [0.2173, -0.2191, -0.1216], [0.2885, -0.1752, 0.3395]],
  "lowdin_charge": [0.484, -1.557, 0.547, 0.511, -0.018, 0.520, -1.504, 0.526, 0.528, -0.077, 0.496, -1.514, 0.505, 0.525, -0.012, 0.509, -1.562, 0.537, 0.495, -0.010, 0.538, -1.436, 0.475, 0.461, 0.017, 0.484, -0.947, 0.454, -0.012, 0.033],
  "smiles": "ClC(Cl)Cl.ClC(Cl)Cl.ClC(Cl)Cl.ClC(Cl)Cl.ClC(Cl)Cl.ClCCl",
  "gap_ha": 0.4095,
  "relative_energy_kcal_mol": 18.4,
  "total_energy_ha": -8056.037694
}

***

# 4
{
  "formula": "C32H30BF7O2S",
  "method": "the ωB97M-V functional and the def2-TZVPD basis",
  "species": ["C", "C", "C", "C", "C", "B", "C", "C", "C", "C", "F", "F", "F", "C", "C", "C", "F", "F", "F", "C", "O", "C", "C", "C", "C", "C", "C", "O", "S", "H", "H", "H", "H", "H", "H", "H", "H", "H", "H", "H", "H", "H", "H", "H", "H", "H", "H", "H", "H", "F", "C", "C", "C", "C", "C", "C", "C", "C", "C", "C", "C", "C", "C", "H", "H", "H", "H", "H", "H", "H", "H", "H", "H"],
  "coordinates": [[-4.018, 3.292, -0.167], [-2.912, 2.324, -0.096], [-2.657, 1.242, -0.939], [-1.356, 0.700, -0.780], [-0.583, 1.396, 0.147], [-2.569, -2.021, 3.235], [0.804, 1.778, 0.059], [1.294, 2.872, 0.798], [2.656, 3.092, 0.889], [3.162, 4.234, 1.726], [4.088, 3.785, 2.640], [3.779, 5.191, 0.976], [2.167, 4.855, 2.436], [3.576, 2.255, 0.254], [3.095, 1.210, -0.524], [4.009, 0.183, -1.140], [4.282, -0.835, -0.250], [3.439, -0.409, -2.244], [5.202, 0.704, -1.533], [1.727, 1.071, -0.750], [-3.230, -1.063, 3.949], [-4.414, -0.829, 3.129], [-5.561, -0.770, 4.124], [-4.238, 0.534, 2.467], [-4.448, -2.038, 2.084], [-5.610, -2.994, 2.251], [-4.347, -1.621, 0.617], [-3.266, -2.825, 2.389], [-1.624, 2.527, 1.020], [-4.626, 3.105, -1.052], [-4.653, 3.230, 0.721], [-3.603, 4.304, -0.221], [-3.373, 0.932, -1.701], [-0.988, -0.152, -1.350], [0.609, 3.510, 1.362], [4.639, 2.404, 0.382], [1.381, 0.380, -1.519], [-6.518, -0.540, 3.641], [-5.650, -1.711, 4.676], [-5.366, 0.026, 4.851], [-5.083, 0.811, 1.813], [-4.164, 1.327, 3.228], [-3.304, 0.570, 1.879], [-6.571, -2.506, 2.068], [-5.506, -3.805, 1.525], [-5.604, -3.440, 3.248], [-5.185, -0.977, 0.311], [-3.403, -1.109, 0.389], [-4.388, -2.514, -0.022], [1.762, -5.024, -1.070], [1.041, -4.079, -0.385], [0.272, -4.480, 0.704], [-0.402, -3.497, 1.421], [-0.206, -2.116, 1.169], [-0.706, -1.085, 2.068], [0.119, -0.095, 2.668], [-0.492, 0.847, 3.545], [0.228, 1.897, 4.083], [1.614, 1.929, 3.929], [2.268, 0.924, 3.217], [1.544, -0.053, 2.549], [0.557, -1.787, 0.030], [1.137, -2.747, -0.790], [0.220, -5.526, 0.996], [-1.020, -3.791, 2.268], [-1.339, -1.716, 3.002], [-1.554, 0.726, 3.777], [-0.288, 2.686, 4.632], [2.188, 2.748, 4.372], [3.361, 0.916, 3.155], [2.072, -0.822, 1.969], [0.688, -0.730, -0.165], [1.695, -2.467, -1.680]],
  "forces_ev_per_angstrom": [[-0.4913, 0.1823, 0.3445], [0.8734, -1.6099, -0.8747], [-0.4466, 0.9584, 0.6934], [0.4712, 0.3989, 0.4462], [-1.8735, 0.8477, -1.0388], [0.1025, 1.0898, -0.8115], [1.3224, -0.2949, 0.0984], [0.0356, -0.3759, 0.1981], [0.0224, 0.0929, -0.3349], [0.3314, 0.3848, 0.5997], [-0.7204, 0.5528, -0.7156], [-0.4128, -0.6320, 0.6152], [0.9684, -0.4951, -0.6440], [-0.1268, -0.1234, 0.3741], [-0.4237, 0.2637, -0.5304], [0.4066, -0.6184, -0.3876], [-0.2202, 1.0364, -0.8971], [0.6276, 0.4946, 0.9908], [-0.8048, -0.4431, 0.3259], [-0.2029, 0.1482, 0.5348], [0.6042, -0.6856, -0.7214], [-0.7256, 0.4765, 0.1708], [-0.3530, -0.1556, 0.0683], [0.3496, 0.3761, -0.2173], [-0.6198, -0.0557, -0.2047], [-0.3129, -0.1599, 0.1302], [0.1332, 0.0465, -0.3456], [0.8550, 0.5764, 0.4817], [0.2070, 0.1497, -1.0081], [-0.0199, 0.0273, 0.0692], [-0.1112, 0.1298, -0.0544], [-0.2273, -0.0939, -0.0283], [0.2387, -0.0239, 0.1944], [-0.0043, 0.4549, -0.1175], [0.3828, -0.2953, -0.2680], [0.0388, -0.0094, 0.0276], [0.1070, 0.1095, 0.4086], [0.1609, -0.1277, 0.0076], [-0.0573, 0.1663, -0.1128], [0.0724, -0.1503, -0.1838], [0.2788, -0.3213, 0.2084], [-0.0205, -0.3630, -0.0583], [-0.4666, -0.1485, 0.2207], [0.0816, -0.0064, 0.0863], [0.0359, 0.1111, 0.0901], [-0.1070, 0.0970, -0.0849], [0.2194, -0.1198, 0.2173], [-0.2200, -0.0434, 0.2224], [0.0277, 0.1324, 0.2875], [-0.4454, 0.3806, 0.2288], [0.2010, -0.0604, -0.2779], [0.0016, 0.5283, -0.5034], [0.3341, 0.2256, 0.1722], [0.3204, -1.0601, 0.5257], [-1.3404, -0.5980, -1.7502], [1.0749, 0.5101, 1.9594], [0.0425, -0.2530, -0.6054], [0.2029, -0.0951, 0.1540], [0.1988, 0.2020, 0.1141], [0.1753, 0.1091, -0.1402], [-0.6269, -0.2766, 0.1270], [-0.3401, 0.2335, 0.3737], [-0.1131, -0.5625, 0.6011], [-0.0259, 0.1902, -0.1624], [0.3043, -0.0300, -0.1396], [0.3678, -0.7065, 0.8564], [0.3061, 0.1680, -0.3001], [0.1806, -0.2707, 0.0144], [-0.1676, -0.3339, -0.1253], [-0.4082, 0.0751, 0.0040], [-0.3144, 0.3625, 0.2152], [0.0565, -0.5771, -0.0103], [0.0290, -0.1128, 0.1964]],
  "lowdin_charge": [-0.100, -0.583, -0.118, -0.089, -0.432, -0.429, -0.204, 0.006, -0.117, -0.509, 0.107, 0.130, 0.112, 0.054, -0.094, -0.497, 0.115, 0.103, 0.130, 0.037, 0.125, -0.422, -0.014, -0.025, -0.425, -0.014, 0.000, 0.134, 1.122, 0.086, 0.075, 0.082, 0.117, 0.116, 0.089, 0.140, 0.127, 0.097, 0.092, 0.097, 0.101, 0.104, 0.054, 0.098, 0.096, 0.095, 0.099, 0.077, 0.100, 0.024, -0.264, -0.001, -0.024, -0.212, -0.015, -0.239, -0.052, -0.082, -0.090, -0.085, -0.003, -0.062, 0.009, 0.120, 0.101, 0.099, 0.107, 0.112, 0.107, 0.116, 0.124, 0.048, 0.114],
  "gap_ha": 0.2060,
  "relative_energy_kcal_mol": 120.6,
  "total_energy_ha": -2509.929058
}